This record from the Open Molecules 2025 dataset describes C6H2Br4O as an isolated structure at a distorted geometry. The level of theory is ωB97M-V/def2-TZVPD.

Cartesian coordinates (Å):
1 Br -0.8483 -0.6211 -3.2758
2 Br -2.1294 -1.1353 2.4702
3 Br 0.9808 2.5439 0.7704
4 Br 3.0606 0.1321 0.4684
5 O -2.4645 -1.1769 -0.5621
6 C 0.3195 -0.0179 1.3429
7 C -1.3932 -0.6508 -0.3347
8 C 0.7163 0.3946 -1.1545
9 C -0.9219 -0.5571 1.0624
10 C 1.1657 0.6369 0.2598
11 C -0.4777 -0.2535 -1.4284
12 H 0.6637 0.0291 2.3827
13 H 1.3283 0.6759 -2.0013

Values from the calculation:
ΔE to the lowest compared entry with this formula, charge and spin (kJ/mol): 5.6
LUMO (eV): -1.488
Frontier orbital gap (eV): 8.41
DFT total energy (hartree): -10601.0889
Net charge: 0
HOMO (eV): -9.9

***

This record from the Open Molecules 2025 dataset describes C6H2InO4 as an isolated structure at a distorted geometry. The level of theory is ωB97M-V/def2-TZVPD.

Cartesian coordinates (Å):
1 In 5.6581 -2.2489 -4.0932
2 O 2.0106 0.6951 -0.6116
3 O -1.8255 2.3582 1.1295
4 O -2.9975 -0.3550 1.2215
5 O 1.0273 -1.9101 -0.3885
6 C -1.2083 1.2822 0.7610
7 C 0.2939 -0.9480 -0.0915
8 C 0.0328 1.5251 0.3567
9 C -1.8006 -0.1073 0.8184
10 C -1.0740 -1.1714 0.4124
11 C 0.8672 0.5508 -0.1234
12 H -1.4040 -2.1983 0.3583
13 H 0.4199 2.5277 0.2504

Values from the calculation:
ΔE to the lowest compared entry with this formula, charge and spin (kJ/mol): 250.0
LUMO (eV): -7.054
Frontier orbital gap (eV): 4.73
DFT total energy (hartree): -720.4494
Net charge: +1
HOMO (eV): -11.8

***

This record from the Open Molecules 2025 dataset describes C6H30AsF6O9 as an isolated structure at a distorted geometry. The level of theory is ωB97M-V/def2-TZVPD.

Cartesian coordinates (Å):
1 As 1.1935 0.6889 -1.0623
2 F 2.1102 0.3817 -2.6192
3 F -0.2925 1.4140 -1.8972
4 F 0.4110 -0.9785 -1.0870
5 F 2.6882 0.2344 -0.1357
6 F 1.8825 2.3653 -1.2102
7 F 0.3758 1.0238 0.5048
8 O -2.8803 2.6267 -3.8313
9 O 2.3666 4.4255 -3.2737
10 O 2.0107 -3.1642 -0.8019
11 O 1.4647 -1.9003 3.7027
12 O 1.0564 0.1674 -5.4460
13 O 3.3044 0.8609 2.3039
14 O 4.4365 2.7400 0.0109
15 O 1.2558 3.0503 2.3647
16 O -5.2455 -1.6211 0.1620
17 C -3.9431 -1.2008 0.5417
18 C 0.5861 -1.7676 2.6462
19 C 0.0528 -3.1366 2.1589
20 C -0.5774 -0.7975 2.8970
21 C -2.7957 -2.0958 0.0511
22 C -3.7706 0.1880 -0.0598
23 H -2.8979 2.1291 -3.0138
24 H 4.2519 0.7658 2.4016
25 H 1.6770 -3.6884 -1.5299
26 H 1.7387 -1.0105 3.9368
27 H 1.4922 -2.3601 -0.8277
28 H -1.4046 -1.3175 3.3803
29 H 2.3167 3.5732 -2.8409
30 H -0.4515 -2.8917 1.2241
31 H 3.7519 2.1557 -0.3151
32 H -0.1381 0.0297 3.4545
33 H 1.0996 -1.3046 1.8036
34 H -2.9006 0.6804 0.3748
35 H -1.0503 -0.4793 1.9679
36 H -2.6151 -2.8988 0.7657
37 H 3.1086 0.4569 1.4586
38 H 4.1219 3.6192 -0.1996
39 H 1.4537 4.6848 -3.3989
40 H 0.8099 0.9099 -4.8946
41 H -5.2082 -2.5538 0.3863
42 H -3.5475 0.1159 -1.1242
43 H -3.0735 -2.6638 -0.8368
44 H 0.7942 -3.9327 2.0909
45 H 2.1232 2.6638 2.2442
46 H -3.8676 -1.1890 1.6290
47 H -0.7740 -3.5084 2.7641
48 H -4.6556 0.8087 0.0800
49 H -2.1149 3.1956 -3.7495
50 H 0.6609 2.4492 1.9164
51 H 1.5194 -0.4269 -4.8555
52 H -1.9105 -1.5168 -0.2121

Values from the calculation:
ΔE to the lowest compared entry with this formula, charge and spin (kJ/mol): 128.0
LUMO (eV): 1.616
Frontier orbital gap (eV): 9.17
DFT total energy (hartree): -3758.9392
Net charge: -1
HOMO (eV): -7.6

***

- Among the records above, which one has the highest net charge?
  C6H2InO4

***

- What is the formula in the third record?
  C6H30AsF6O9

***

- net charge of number 2 (C6H2InO4)?
  +1

***

- Look up the LUMO of the third one.
  1.616 eV